No. 1
The molecule C5H7N. Source: the Open Molecules 2025 dataset; level of theory: ωB97M-V/def2-TZVPD.

XYZ file:
```
13
Properties=species:S:1:pos:R:3:mulliken_charge:R:1
C 1.220 -0.152 -0.461 -0.38
H -0.035 2.546 1.055 0.26
N -2.013 -0.566 0.045 -0.58
C 0.164 2.159 0.060 -0.57
H 0.950 -1.883 0.691 0.26
H -1.917 -0.726 -0.962 0.25
H 2.213 -0.326 -0.870 0.36
C -0.919 -0.841 0.623 -0.10
H -0.102 2.724 -0.820 0.24
H -0.868 -0.656 1.702 0.42
C 0.795 1.046 -0.177 0.13
C 0.354 -1.325 -0.042 -0.61
H 0.117 -2.005 -0.868 0.32
```

Computed properties:
SMILES = [H]/N=C\CC=C=C
2S+1 = 1
Gap between HOMO and LUMO = 10.26 eV
Charge = 0

No. 2
A structure of composition C5H7N in a non-equilibrium geometry. Source: the Open Molecules 2025 dataset; level of theory: ωB97M-V/def2-TZVPD.

XYZ file:
```
13
Properties=species:S:1:pos:R:3:mulliken_charge:R:1
H 0.525 0.242 2.640 0.42
H 2.085 1.328 0.044 -0.07
H -0.746 -2.106 -1.327 0.26
H -0.781 -1.757 1.421 0.41
C -0.738 -0.334 -0.324 0.55
H 2.404 0.813 -0.449 0.08
H -0.342 1.493 -1.244 0.24
C 0.116 0.248 1.641 -0.28
C 0.278 1.423 0.729 -0.64
C -0.699 -1.042 -1.435 -0.84
H -0.672 -0.566 -2.406 0.25
C -0.530 -0.771 1.045 -0.36
N -0.406 1.026 -0.348 -0.02
```

Computed properties:
2S+1 = 1
Gap between HOMO and LUMO = 8.10 eV
Charge = 0

DFT total energy values (in eV) by entry order: -6785.948, -6784.326.
HOMO values (in eV) by entry order: -9.31, -8.37.
Energy relative to the best compared isomer or geometry (same formula, charge and spin) values (in eV) by entry order: 2.564, 4.186.